10
Properties=species:S:1:pos:R:3:forces:R:3:nbo_charge:R:1 method="wB97M-V/def2-TZVPD" orbital_gap_ev="8.56 / 8.56" e_lumo_ev="-0.431 / -0.431" total_charge=0 e_above_lowest_kcal_mol=113.80 homo_energy_ha="-0.331 / -0.331"
S -1.373556 2.241786 0.181519 -0.493 -3.176 -0.636 1.112
O -1.168141 2.294701 1.621830 0.339 1.227 1.342 -0.925
O -1.656813 -1.657673 -0.416875 -0.176 -0.074 0.288 -0.476
N -1.107330 -0.540666 -0.306208 0.485 0.421 -1.048 -0.068
N 1.461765 -0.651954 -0.109256 -0.751 1.068 1.032 -1.034
C -1.520104 0.648466 -0.185499 -0.365 2.266 -0.490 -0.197
H 1.936554 -1.470217 0.172011 0.168 -0.893 1.606 0.399
H 1.564400 0.199291 0.469695 0.576 -1.063 -0.391 0.404
H 1.854203 -0.569085 -0.986037 1.015 1.261 -2.460 0.379
H 0.009021 -0.494649 -0.441179 -0.798 -1.037 0.757 0.406